Version 1
DFT (ωB97M-V/def2-TZVPD) results for a single C18H23N5O4 molecule.

The geometry in ORCA input format:
```
! RIJCOSX wB97M-V def2-TZVPD def2/J DEFGRID3
* xyz 0 1
O -2.7136 4.1356 0.4990
O -1.8592 -0.6186 -2.7204
O 1.3336 -2.3015 -3.0034
O 1.5133 2.2331 -0.5656
C -1.5412 4.4903 0.6802
C -1.0476 -0.5221 -3.5945
C 1.2965 -1.6246 -1.9908
C 0.4947 1.5628 -0.3824
C -2.1013 -0.7153 1.4682
C -0.9987 0.0162 1.7828
C 2.1207 -1.9678 2.8493
C 1.5106 -3.2190 2.9780
C 1.3811 -0.8291 2.5319
C 0.1680 -3.3707 2.5433
C 0.0398 -0.9517 2.1182
C -0.5172 -2.2396 2.0438
N -1.2932 -1.0645 -4.7615
N -1.7787 -2.0540 1.5510
N 1.4924 -2.1676 -0.7928
N 0.2638 0.4021 -1.0016
N -0.5195 3.6266 0.5692
C -1.2165 5.9471 0.9598
C 1.9810 -3.5241 -0.5319
C 0.2693 0.2428 -3.3958
C -0.9188 1.5343 1.7948
C 1.0267 -0.1336 -2.1247
C -0.6918 2.1898 0.4353
H -3.0548 -0.3074 1.1988
H 3.1721 -1.8811 3.0452
H 2.1196 -4.0583 3.3487
H 1.8904 0.1357 2.5126
H -0.3614 -4.3390 2.6535
H -0.5499 -1.2305 -5.4201
H -2.1247 -1.6454 -4.8330
H -2.4641 -2.7780 1.4024
H 1.4659 -1.5337 -0.0009
H -0.5911 -0.0698 -0.7773
H 0.4095 3.9557 0.6610
H -0.5619 6.0194 1.7761
H -0.7280 6.3444 0.0468
H -2.1272 6.4943 1.2532
H 1.9803 -4.1180 -1.4774
H 1.3615 -4.0749 0.2035
H 3.0169 -3.4790 -0.1938
H 0.0540 1.3416 -3.3766
H 0.9053 0.0913 -4.2379
H -0.0698 1.7406 2.4166
H -1.8416 1.9781 2.2101
H 1.9872 0.2981 -2.1706
H -1.5826 2.0390 -0.1800
*
```

Values from the calculation:
HOMO energy = -8.27 eV
Gap between HOMO and LUMO = 9.0 eV
SMILES string = CNC(=O)[C@@H](CC(N)=O)NC(=O)[C@@H](Cc1c[nH]c2ccccc12)NC(C)=O

***

Version 2
DFT (ωB97M-V/def2-TZVPD) results for 2 unconnected molecules or ions with the total composition C18H23N5O4.

The geometry in ORCA input format:
```
! RIJCOSX wB97M-V def2-TZVPD def2/J DEFGRID3
* xyz 0 1
O 4.0381 0.7603 4.1957
O -1.8520 -4.0671 -1.1613
O -2.0152 -1.0871 1.9256
N 2.0104 -1.2421 0.4033
O 2.8841 1.1045 -5.0790
C 4.0376 -0.0559 3.2928
C -2.6764 -3.3064 -0.6784
C -2.9091 -0.5115 1.3148
C 2.9164 -1.1659 1.3890
C 1.1354 -0.2542 0.2929
C 1.1242 0.8555 1.1324
C 1.7323 3.5826 -2.6358
C 2.4216 3.0007 -3.7042
C 2.0785 0.9532 2.1392
C 0.8150 2.8210 -1.9040
C 1.2735 0.9127 -3.3192
C 2.1968 1.6675 -4.0435
C 3.0070 -0.0836 2.2664
C 0.5771 1.4786 -2.2406
N 5.1131 -0.8973 3.2921
N -3.5918 0.5112 1.8443
N -2.4480 -1.9959 -0.6517
N 0.2915 -0.4503 -0.7673
C -3.9775 -3.8574 -0.1305
C -3.3473 1.0383 3.1864
C -3.3061 -0.9392 -0.1033
C -0.4041 0.6461 -1.4570
H 2.6805 0.1578 -5.1368
H 3.6137 -1.9924 1.4852
H 0.3844 1.6334 1.0117
H 1.9155 4.6205 -2.3727
H 3.1423 3.5756 -4.2762
H 2.0974 1.8099 2.8108
H 0.2946 3.2772 -1.0674
H 1.0968 -0.1237 -3.5857
H 5.3407 -1.3975 2.4413
H 5.8521 -0.6468 3.9421
H -4.3245 0.9331 1.2965
H -1.4973 -1.7332 -0.8743
H 0.6410 -1.2182 -1.3333
H -4.8101 -3.4766 -0.7171
H -4.0795 -3.5646 0.9129
H -3.9510 -4.9441 -0.1980
H -3.3769 0.2234 3.9135
H -4.1025 1.7802 3.4488
H -2.3577 1.4977 3.2282
H -3.2380 -0.0658 -0.7505
H -4.3475 -1.2568 -0.0898
H -1.1443 0.2287 -2.1476
H -0.9550 1.2641 -0.7409
*
```

Values from the calculation:
HOMO energy = -8.47 eV
Gap between HOMO and LUMO = 8.8 eV
SMILES string = NC(=O)c1ccc(NCc2cccc(O)c2)nc1.CNC(=O)CNC(C)=O

***

Which is the most stable structure? version 1 is the most stable.

***

Version 1
DFT (ωB97M-V/def2-TZVPD) results for 14 unconnected molecules or ions with the total composition H26NO16.

The geometry in ORCA input format:
```
! RIJCOSX wB97M-V def2-TZVPD def2/J DEFGRID3
* xyz -1 1
N -7.3999 5.0638 -22.5222
O -8.2446 4.9865 -21.6022
O -7.5659 4.4372 -23.5788
O -6.5051 5.9850 -22.4882
O -5.0548 8.1761 -22.0089
H -4.2666 8.1779 -21.5278
H -5.4547 7.2558 -21.9338
O -9.6442 4.4688 -19.2513
H -9.5791 5.3203 -19.7062
H -9.6811 3.7201 -19.8723
O -10.2648 4.4180 -23.9894
H -10.8487 4.6220 -23.2716
H -9.3226 4.4787 -23.7498
O -6.7097 5.3162 -19.3776
H -7.2121 5.1771 -20.2198
H -7.1837 6.0704 -19.0772
O -6.3347 7.3550 -24.8136
H -6.6330 6.5119 -25.1732
H -6.2029 7.2133 -23.8674
O -10.7156 6.7243 -20.4770
H -10.9254 6.4181 -21.3911
H -9.8627 7.1605 -20.6240
O -4.9332 4.4972 -24.6371
H -4.9624 3.5294 -24.7309
H -5.6871 4.7580 -24.1267
O -8.5237 8.2003 -20.9846
H -9.2393 8.8085 -20.8965
H -8.7290 7.8098 -21.8898
O -7.9120 1.8098 -23.2212
H -7.6013 2.6987 -23.4605
H -7.3448 1.1403 -23.6495
O -9.0666 7.4188 -23.6800
H -8.2983 7.0406 -24.1198
H -8.9743 8.2617 -24.1338
O -10.0466 2.0563 -21.3449
H -9.2942 2.3129 -21.8246
H -9.8228 1.1656 -21.1461
O -4.4410 5.5083 -20.5590
H -5.2866 5.2600 -20.2213
H -4.2911 6.3487 -20.1628
O -3.2684 6.1159 -23.0296
H -3.9252 5.6853 -23.5643
H -3.5394 5.7848 -22.1481
*
```

Values from the calculation:
HOMO energy = -7.07 eV
Gap between HOMO and LUMO = 9.7 eV

***

Version 2
DFT (ωB97M-V/def2-TZVPD) results for 14 unconnected molecules or ions with the total composition H26NO16.

The geometry in ORCA input format:
```
! RIJCOSX wB97M-V def2-TZVPD def2/J DEFGRID3
* xyz -1 1
N -0.0686 -0.4568 0.3726
O 0.8010 -1.2875 0.3431
O -1.1886 -0.8356 0.2515
O 0.1407 0.7222 0.5306
O -0.8937 5.0660 -0.7418
H -0.4136 4.9454 0.0774
H -0.9276 6.0149 -0.8627
O -3.7140 -0.9062 -3.7238
H -2.7630 -0.8756 -3.6195
H -4.0444 -1.1195 -2.8512
O 1.1027 -3.8568 2.9882
H 0.4804 -4.5057 2.6598
H 1.2727 -3.2865 2.2385
O -1.9281 -4.9247 -0.2748
H -1.3961 -4.1999 0.0535
H -2.1772 -5.4140 0.5093
O 0.2802 -0.3612 -3.7422
H 0.6549 0.5195 -3.7363
H 0.9703 -0.9181 -3.3818
O 0.7786 4.6150 2.6522
H 0.1054 3.9716 2.8737
H 0.5600 5.3826 3.1806
O 3.8320 1.8406 3.2804
H 4.1046 1.0544 2.8073
H 2.9376 2.0030 2.9806
O 2.8340 -4.7876 -2.2053
H 2.8784 -3.8374 -2.0989
H 2.4531 -4.9143 -3.0743
O -2.6529 2.9257 2.8899
H -2.9201 2.0592 3.1966
H -2.7796 2.8942 1.9417
O -4.8034 -2.3422 -0.6032
H -4.9682 -3.2771 -0.4811
H -3.8740 -2.2340 -0.4015
O 5.6679 -1.5011 1.7284
H 4.8612 -1.9768 1.9265
H 6.1315 -2.0630 1.1074
O -3.3742 2.4433 -0.9313
H -3.0070 1.6395 -0.5635
H -2.6601 3.0787 -0.8802
O 2.7047 2.6021 -2.3491
H 2.0510 2.5794 -1.6502
H 2.9508 3.5246 -2.4175
*
```

Values from the calculation:
HOMO energy = -5.22 eV
Gap between HOMO and LUMO = 7.6 eV

***

Version 3
DFT (ωB97M-V/def2-TZVPD) results for 14 unconnected molecules or ions with the total composition H26NO16.

The geometry in ORCA input format:
```
! RIJCOSX wB97M-V def2-TZVPD def2/J DEFGRID3
* xyz -1 1
N 0.0121 -0.0508 0.1069
O -0.6575 -0.6151 1.0178
O -0.0372 1.1722 -0.0058
O 0.6988 -0.7397 -0.6594
O 1.8628 2.1860 -2.3379
H 1.5863 1.6427 -3.0821
H 1.5280 1.7120 -1.5650
O 0.6672 3.9904 0.5078
H 0.4435 3.1685 0.0455
H 1.5063 4.2509 0.1147
O -1.9804 2.6785 1.8504
H -1.1335 2.2151 1.9152
H -1.8846 3.4251 2.4490
O -2.5730 -2.3190 -0.9245
H -2.4632 -3.2282 -0.6345
H -2.1084 -1.7886 -0.2608
O -0.5187 -3.4298 1.7943
H -1.3239 -3.8533 1.4865
H -0.6251 -2.4881 1.5683
O 2.9297 -1.2553 -3.3502
H 3.3959 -2.0574 -3.6036
H 2.7042 -1.3981 -2.4232
O -2.3731 0.3036 -2.4748
H -1.7695 -0.4166 -2.2513
H -2.9012 -0.0458 -3.1977
O -2.4529 0.0445 3.3883
H -2.6804 0.9062 3.7495
H -2.3662 0.2100 2.4407
O 3.1200 2.6135 1.4837
H 2.3371 2.0501 1.4865
H 3.7330 2.1919 2.0925
O 2.4864 -2.8705 -0.5800
H 2.6316 -3.3373 0.2480
H 1.8352 -2.1839 -0.3580
O -2.2345 2.8634 -1.0211
H -2.3221 2.4755 -0.1378
H -2.1314 2.0964 -1.6063
O 0.3289 -3.7441 -2.6951
H 0.8412 -2.9576 -2.4790
H 0.3774 -4.2712 -1.8925
O 0.8133 0.5402 3.2564
H 0.1942 0.3084 2.5459
H 0.5037 0.0053 3.9929
*
```

Values from the calculation:
HOMO energy = -7.31 eV
Gap between HOMO and LUMO = 9.9 eV

***

Which is the most stable structure? version 3 is the most stable.

***

Version 1
DFT (ωB97M-V/def2-TZVPD) results for a single C4H4O2S2 molecule.

The geometry in ORCA input format:
```
! RIJCOSX wB97M-V def2-TZVPD def2/J DEFGRID3
* xyz 0 1
C -0.0140 -0.0086 0.1425
C -0.2000 1.4628 -0.1124
C 0.7760 -0.7616 -0.9286
C -1.2635 -0.7883 0.4442
H 2.0487 0.2355 0.8368
H -0.9006 1.9533 0.5778
H 1.5927 -0.2221 -1.3894
H -1.2135 -1.8062 0.8230
O 0.3346 2.1014 -0.9929
O 0.5342 -1.9107 -1.2604
S 1.0176 -0.1490 1.5981
S -2.7122 -0.1066 0.2616
*
```

Values from the calculation:
HOMO energy = -9.45 eV
Gap between HOMO and LUMO = 8.5 eV
SMILES string = O=CC(S)(C=O)C=S

***

Version 2
DFT (ωB97M-V/def2-TZVPD) results for a single C4H4O2S2 molecule.

The geometry in ORCA input format:
```
! RIJCOSX wB97M-V def2-TZVPD def2/J DEFGRID3
* xyz 0 1
C 0.4606 -0.2645 -2.6861
C -0.5279 -1.0678 -1.6689
C 0.1393 0.0629 0.9971
C -0.1783 1.0884 2.0265
H 1.0074 -0.9510 -3.4194
H -1.3722 -1.4539 -2.2570
H -0.0810 -2.0808 -1.3250
H 0.6801 1.4990 2.7555
O 0.6459 0.9377 -2.5200
O -1.2986 1.5859 2.1380
S -1.1083 -0.1264 -0.1781
S 1.4599 -0.8808 1.1337
*
```

Values from the calculation:
HOMO energy = -9.31 eV
Gap between HOMO and LUMO = 7.8 eV
SMILES string = O=CCSC(=S)C=O

***

Which is the most stable structure? version 1 is the most stable.

***

Version 1
DFT (ωB97M-V/def2-TZVPD) results for a molecular structure, C6H13N4.

The geometry in ORCA input format:
```
! RIJCOSX wB97M-V def2-TZVPD def2/J DEFGRID3
* xyz 1 1
C -1.2951 2.6256 -0.2114
C -0.1897 1.7963 -0.3329
C 0.0382 -0.9111 -2.0745
C -0.7314 -1.4597 1.1850
C 1.5794 0.0821 1.6343
C 0.8884 -0.9540 -0.7903
N -2.2592 1.9051 0.2092
N -1.9111 0.7360 0.5151
N -0.5595 0.6686 0.2504
N 0.1726 -0.4655 0.4792
H -1.5003 3.6132 -0.5781
H 0.8089 2.1532 -0.4869
H -0.7847 -1.6220 -2.1251
H -0.1053 0.0468 -2.4227
H 0.5869 -1.2949 -2.9242
H -0.8503 -1.0559 2.1500
H -1.6325 -1.4478 0.5776
H -0.3345 -2.4086 1.2710
H 1.0930 -0.3228 2.5472
H 2.4234 -0.5370 1.2057
H 1.6078 1.1897 1.4306
H 1.7861 -0.3436 -0.8961
H 1.1687 -1.9938 -0.6127
*
```

Values from the calculation:
HOMO energy = -13.85 eV
Gap between HOMO and LUMO = 9.7 eV

***

Version 2
DFT (ωB97M-V/def2-TZVPD) results for a gas-phase ion, C6H13N4 (charge +1).

The geometry in ORCA input format:
```
! RIJCOSX wB97M-V def2-TZVPD def2/J DEFGRID3
* xyz 1 1
C -0.1266 -0.0843 -0.1366
C -2.2756 0.2917 1.0163
C -2.0476 -1.4895 -0.7826
C 3.0260 -1.5827 0.3512
C 0.8389 2.6243 -0.3380
C -1.5683 -0.0892 -0.3820
N 0.7130 -0.9925 0.0909
N 2.0858 0.6332 0.1328
N 1.9679 -0.6356 0.2390
N 1.0173 1.2463 -0.1456
H -3.3613 0.0423 0.8159
H -2.2163 1.4183 1.0967
H -2.0159 -0.1748 1.8864
H -3.0863 -1.3137 -0.7015
H -1.7158 -2.3228 -0.0508
H -1.7889 -1.7606 -1.8471
H 2.6998 -2.5487 0.7236
H 3.5335 -1.7411 -0.5888
H 3.9626 -1.0996 0.9151
H -0.2655 2.6650 -0.6236
H 1.0206 3.2778 0.6691
H 1.4360 2.9658 -1.2360
H -1.8332 0.6703 -1.1045
*
```

Values from the calculation:
HOMO energy = -14.44 eV
Gap between HOMO and LUMO = 10.6 eV
SMILES string = CC(C)c1nn(C)n[n+]1C

***

Version 3
DFT (ωB97M-V/def2-TZVPD) results for a gas-phase ion, C6H13N4 (charge +1).

The geometry in ORCA input format:
```
! RIJCOSX wB97M-V def2-TZVPD def2/J DEFGRID3
* xyz 1 1
C 1.1339 -1.9035 -1.2231
C -3.5912 -0.9836 -0.0287
C 0.9825 -1.2063 -0.1002
C -0.2556 -0.3444 -0.0506
C 1.7386 -1.2749 1.2052
C 1.3057 1.5173 -0.2107
N -2.5897 -0.2004 0.0119
N -1.4008 -0.9143 -0.0201
N -0.0213 1.0049 -0.2417
N -1.1509 1.8951 0.0917
H 1.9763 -2.4397 -1.3406
H 0.4359 -1.8503 -2.0576
H -4.5003 -0.5135 -0.2678
H -3.4987 -2.0012 0.0837
H 1.4018 -0.4385 1.9286
H 1.1695 -2.0734 1.5968
H 2.7243 -1.5540 1.0004
H 1.5078 1.8783 -1.2196
H 1.4907 2.4310 0.2920
H 1.9715 0.7698 0.0002
H -0.9592 2.6840 0.7268
H -1.3555 2.3318 -0.8445
H -2.6901 0.9226 0.1104
*
```

Values from the calculation:
HOMO energy = -13.12 eV
Gap between HOMO and LUMO = 9.0 eV
SMILES string = C=[NH+]/N=C(/C(=C)C)N(C)N

***

Which is the most stable structure? version 2 is the most stable.